C75H70NO10 | ωB97M-V/def2-TZVPD

Cartesian coordinates (Å):
1 H 2.510 -0.161 -4.642
2 H 7.233 -1.930 3.089
3 O -9.016 -3.811 -0.407
4 N -7.770 -4.080 -0.380
5 C -1.203 4.016 4.484
6 H -4.885 -3.032 0.167
7 C 2.082 2.042 -0.769
8 H -3.748 -4.927 2.591
9 C 12.649 4.500 0.047
10 C 7.183 -1.497 2.099
11 C -8.446 2.735 -3.070
12 C 10.319 4.384 -0.989
13 C -2.800 -5.842 0.853
14 H -8.233 -2.826 -2.589
15 H -3.275 -4.210 -0.484
16 O 7.971 0.853 -2.224
17 H 0.897 -4.292 -0.962
18 O -6.153 -7.678 2.586
19 C 4.663 -1.091 -0.655
20 C -4.206 1.429 -0.851
21 C -3.648 -5.211 -0.251
22 H -1.770 -5.858 0.480
23 H 7.026 6.122 -2.001
24 H -5.225 -7.880 2.764
25 C 9.315 3.656 -1.617
26 H -5.634 -5.957 -1.978
27 C 7.952 5.636 -1.719
28 H -2.207 3.831 6.364
29 C 8.953 6.368 -1.103
30 C 11.210 6.559 -0.091
31 C 3.415 -0.071 -4.056
32 C -7.198 -4.505 -1.682
33 C -4.871 3.747 -0.904
34 C 13.839 3.879 0.407
35 H 2.622 1.522 -1.548
36 C 14.861 4.621 0.974
37 H -8.615 1.697 -3.320
38 C -2.789 3.115 0.109
39 H -0.778 -4.394 2.412
40 C -8.081 -5.653 -2.195
41 H 4.469 1.034 -5.565
42 H 2.622 -1.149 -2.372
43 H 9.462 2.605 -1.817
44 O 11.699 2.487 -0.733
45 C -6.973 -3.276 0.581
46 H 9.105 0.178 -0.140
47 H -6.479 -2.639 -2.580
48 C -5.122 2.409 -1.215
49 O -5.644 5.974 -0.970
50 C -2.008 -2.810 1.555
51 C 8.304 -0.878 1.554
52 C 0.699 3.382 1.231
53 H -8.506 -4.070 1.924
54 H -2.327 1.017 0.088
55 H -1.414 -1.787 -0.204
56 H 2.029 -4.154 0.400
57 H 0.536 -2.625 1.577
58 O 3.673 -1.600 -0.174
59 H -9.820 5.810 -3.404
60 H -8.352 -6.332 -1.388
61 C 1.751 3.384 -0.928
62 C 6.002 -1.560 1.379
63 C 14.699 5.986 1.185
64 H 15.788 4.137 1.251
65 C 0.345 -2.791 0.514
66 C 4.517 0.600 -4.575
67 C -7.307 3.080 -2.352
68 H 13.370 7.668 0.996
69 C -0.039 4.124 2.293
70 C 8.135 4.282 -1.980
71 C 0.610 1.276 2.600
72 H 2.030 3.907 -1.834
73 H -3.070 -2.736 1.303
74 H 0.480 -4.954 0.611
75 H -6.610 -1.186 0.953
76 C -3.701 4.095 -0.242
77 C -9.345 3.717 -3.449
78 H -1.424 5.067 4.361
79 H -7.216 -3.766 -3.707
80 C -1.808 -4.031 2.461
81 C -1.173 -2.739 0.278
82 O -6.574 0.839 -2.201
83 C -0.616 1.310 4.759
84 H 0.803 5.099 -0.035
85 H 8.827 7.422 -0.897
86 H -7.261 -6.081 2.093
87 O -0.297 5.303 2.171
88 H -4.419 0.397 -1.095
89 C -6.219 -6.375 2.007
90 H 15.501 6.565 1.624
91 C 7.061 -0.376 -0.436
92 C -1.638 3.320 5.598
93 H -8.110 -2.397 2.227
94 H -3.467 -5.808 -1.150
95 H -7.784 6.423 -2.128
96 H -1.691 1.424 6.605
97 C -5.844 4.817 -1.269
98 H 6.548 1.217 -4.225
99 C -6.952 -1.808 0.125
100 H 13.949 2.818 0.234
101 H -0.379 0.259 4.852
102 C 1.065 4.055 0.071
103 C -7.683 -3.360 1.951
104 H -7.941 -1.477 -0.190
105 O 0.888 0.104 2.731
106 C 5.938 -1.005 0.107
107 H -10.231 3.448 -4.010
108 H -7.561 -6.193 -2.985
109 C 3.473 -0.627 -2.789
110 C -1.346 1.966 5.734
111 C 1.719 1.366 0.383
112 H -5.205 -3.812 1.683
113 H -9.008 -5.256 -2.605
114 C 10.141 5.747 -0.738
115 H 1.969 0.320 0.517
116 C -5.734 -4.970 -1.522
117 C -9.113 5.045 -3.110
118 H -1.875 3.390 0.618
119 H -2.420 -6.002 2.934
120 H -3.084 -6.891 0.960
121 H -3.517 5.135 -0.010
122 C -7.070 4.414 -2.019
123 H -5.076 -7.211 0.434
124 H -6.275 -1.670 -0.716
125 H 9.225 -0.833 2.119
126 C -7.289 -3.357 -2.699
127 C -3.042 1.781 -0.192
128 H 5.122 -2.035 1.790
129 C 5.744 0.148 -2.560
130 H -1.959 -3.698 3.490
131 C -5.190 -5.102 -0.088
132 C 12.484 5.868 0.266
133 C 0.978 -4.120 0.113
134 H -1.455 -3.520 -0.435
135 C -5.514 -3.788 0.641
136 H -5.626 -5.681 2.604
137 H -5.073 -4.310 -2.089
138 C -6.358 2.006 -1.944
139 H -6.656 -6.688 -0.047
140 C 8.243 -0.314 0.291
141 H -1.772 -1.915 2.136
142 C 7.011 0.259 -1.781
143 C 4.634 -0.513 -2.032
144 C -0.474 3.361 3.499
145 C -2.752 -5.217 2.251
146 H -6.998 -3.659 2.742
147 C 13.513 6.608 0.835
148 C -7.979 5.394 -2.397
149 C 11.567 3.682 -0.576
150 C -5.787 -6.389 0.539
151 O 11.055 7.740 0.135
152 C -0.176 2.004 3.638
153 H 7.357 3.709 -2.468
154 H 0.837 -1.985 -0.030
155 C 5.680 0.707 -3.831
156 C 1.022 2.032 1.384

Cartesian forces, eV/Å:
0.0 0.0 0.0
0.0 0.0 0.0
0.0 -0.2 0.1
0.1 0.4 -0.3
0.0 0.0 0.1
0.0 0.0 0.0
0.0 0.1 0.0
0.0 -0.1 -0.1
0.0 0.0 0.0
0.0 0.0 0.0
-0.1 0.0 0.0
0.0 0.0 0.0
0.2 0.1 0.1
-0.1 -0.1 -0.1
-0.1 -0.1 0.0
-0.1 0.0 -0.1
0.0 0.0 0.0
0.2 0.0 0.1
0.0 0.0 0.0
0.0 0.0 0.0
-0.1 0.0 0.1
0.0 -0.1 0.0
0.0 0.0 0.0
-0.2 0.0 -0.1
0.0 0.0 0.0
0.1 0.0 -0.1
0.0 0.0 0.0
0.0 0.0 0.0
-0.1 0.0 0.0
0.0 0.0 0.0
0.0 0.0 0.0
0.0 -0.2 -0.2
0.0 0.0 0.0
0.1 0.0 0.0
0.0 0.0 0.0
0.0 0.0 0.0
0.0 0.0 0.0
0.0 0.0 0.0
0.1 0.1 -0.1
-0.2 0.2 0.1
0.0 0.0 0.0
0.0 0.0 0.1
0.0 0.0 0.0
0.0 0.0 0.0
0.0 0.0 0.3
0.0 0.0 0.0
0.0 0.0 0.0
0.0 0.0 0.0
0.0 0.0 0.0
-0.1 0.0 0.1
0.0 0.0 0.0
0.1 0.0 0.0
0.0 0.0 0.0
0.0 0.0 0.0
-0.1 0.0 -0.1
0.1 0.0 -0.1
0.1 0.2 0.0
0.0 0.0 0.0
0.0 0.0 0.0
0.1 -0.1 0.0
0.0 0.0 0.0
0.0 0.0 0.1
0.0 0.0 0.0
0.0 0.0 0.0
-0.1 -0.2 0.1
0.0 0.0 0.0
0.0 0.0 0.0
0.0 0.0 0.0
0.0 0.0 0.1
0.0 0.0 0.0
0.0 -0.1 0.1
0.0 0.0 0.0
0.0 0.1 0.0
0.0 0.0 0.0
0.1 0.1 0.0
0.1 0.0 0.0
0.0 0.0 0.0
0.0 0.0 0.0
0.0 0.0 0.0
0.0 0.0 0.0
0.1 0.1 -0.2
-0.1 0.0 0.0
0.0 0.0 0.1
0.0 0.0 0.0
0.0 0.0 0.0
0.0 0.1 0.0
0.0 0.0 0.0
0.0 0.0 0.0
0.1 -0.1 0.0
0.0 0.0 0.0
0.0 0.0 0.0
0.0 0.0 0.0
0.0 0.0 0.0
0.0 -0.1 0.0
0.0 0.0 0.0
0.0 0.0 0.0
0.0 0.0 0.0
0.0 0.0 0.0
0.0 -0.1 -0.1
0.0 0.0 0.0
0.0 0.0 0.0
0.0 0.0 -0.1
-0.1 -0.1 0.0
-0.1 0.0 0.2
0.0 0.0 0.0
0.0 0.0 -0.1
0.0 0.0 0.0
0.0 0.0 0.0
-0.1 0.0 -0.1
0.0 0.0 0.0
0.0 -0.1 -0.1
0.1 0.0 0.0
0.0 0.0 0.0
0.0 0.0 0.0
0.0 0.0 0.0
0.1 -0.2 0.1
0.0 0.0 0.0
0.0 0.0 0.0
-0.1 0.0 0.1
0.0 -0.1 0.0
0.0 0.0 0.0
0.0 0.0 0.0
0.1 0.0 -0.1
0.0 0.1 0.0
0.0 0.0 0.0
0.2 0.1 0.1
0.0 0.0 0.0
0.0 0.0 0.0
0.0 0.0 0.0
0.1 0.0 0.1
0.0 0.0 0.0
0.0 0.0 0.0
-0.1 0.0 0.1
0.0 0.0 0.1
-0.1 0.0 -0.1
0.0 0.0 0.0
0.0 0.1 0.0
0.0 -0.1 0.0
0.0 -0.1 0.0
0.0 0.0 0.0
0.0 0.0 0.0
0.1 0.0 0.1
0.1 0.0 0.0
0.0 0.0 -0.1
0.0 0.1 0.0
0.1 0.0 0.0
0.1 0.0 0.0
-0.1 0.0 0.0
0.0 0.0 0.0
-0.2 0.0 0.0
0.0 0.0 0.0
0.0 0.0 0.0
0.0 0.0 0.0
0.1 0.0 0.0
0.0 0.0 -0.1
0.0 0.0 0.0

Results
2S+1: 2
Strongest force on any atom: 0.52 eV/A
E_HOMO (alpha / beta): -7.873 / -9.264 eV
LUMO level (alpha / beta): -0.048 / -0.048 Eh
Orbital gap (alpha / beta): 6.58 / 7.97 eV
Net charge: 0
Relative energy (zero: lowest compared OMol25 entry of this formula, charge and spin): 0.000 eV

Here are the Mulliken charges for atoms 1 to 4, given in e: 0.45 0.42 -0.68 0.82